No. 1
A 3-piece molecular cluster, C29H53Br2Cl3N3O4Si overall, computed with ωB97M-V with the def2-TZVPD basis set.

The HOMO energy comes out at -0.330 Ha. The calculation puts the lowest unoccupied orbital energy at -4.6 eV. As for the gap between HOMO and LUMO: 4.39 eV.

```
! wB97M-V def2-TZVPD RIJCOSX def2/J DEFGRID3
* xyz 1 1
C 6.1242 -1.1045 -2.6749
C 7.2419 -1.7165 -3.4512
O 7.4614 -2.8750 -3.4612
O 8.0913 -0.8597 -4.1483
C 7.4497 0.0074 -5.0033
O 7.0655 1.0576 -4.6357
C 7.2458 -0.4717 -6.4371
C 6.0514 -1.3865 -6.4701
C 4.7509 -0.8875 -6.4600
Cl 4.4879 0.7971 -6.4866
C 3.6475 -1.7582 -6.4221
C 2.2774 -1.1783 -6.3573
C 1.9416 -0.9868 -4.8738
O 0.6851 -0.4064 -4.7449
Si 0.3148 0.2798 -3.2405
C 0.9003 2.0526 -3.1224
C -1.5007 0.0919 -2.8600
C 1.2529 -0.7003 -1.9220
C 3.8790 -3.1406 -6.3852
C 2.6891 -4.0751 -6.2864
Br 2.7951 -5.2111 -4.7048
C 2.3850 -4.9200 -7.5428
C 0.9171 -5.3124 -7.5379
Br 2.7503 -3.8273 -9.1246
C 5.1953 -3.6005 -6.4507
Cl 5.5825 -5.2382 -6.5471
N 6.2431 -2.7313 -6.4950
Cl 7.8157 -3.3450 -6.6120
H 6.4765 -0.3409 -1.9929
H 5.6886 -1.8980 -2.0827
H 5.3387 -0.7055 -3.3106
H 8.1258 -0.9846 -6.8003
H 7.0877 0.3941 -7.0597
H 1.5665 -1.8511 -6.8162
H 2.2059 -0.2422 -6.8924
H 1.9899 -1.9716 -4.3981
H 2.7441 -0.3905 -4.4247
H 1.7649 2.2620 -3.7466
H 0.0962 2.7363 -3.3738
H 1.2098 2.2403 -2.0979
H -1.8539 -0.8365 -3.2999
H -1.5616 -0.0195 -1.7812
H -2.1013 0.9413 -3.1589
H 2.3149 -0.4783 -1.9357
H 1.0868 -1.7630 -2.0970
H 0.8289 -0.4832 -0.9480
H 1.8135 -3.4836 -6.0955
H 3.0299 -5.7856 -7.5856
H 0.6808 -5.6648 -6.5384
H 0.7206 -6.0970 -8.2546
H 0.3215 -4.4299 -7.7395
C -1.4975 1.3679 1.9516
C -2.8531 0.9867 1.3748
N -3.5636 0.0092 2.1724
C -4.7054 -0.5735 1.4899
C -5.8771 0.3458 1.1232
C -3.7686 0.3657 3.5659
C -4.5190 1.6680 3.8750
H -0.8855 0.4812 2.1249
H -0.9681 2.0166 1.2512
H -1.5887 1.9132 2.8911
H -2.6900 0.5510 0.3842
H -3.4405 1.9049 1.2138
H -5.0813 -1.4034 2.0937
H -4.3339 -1.0333 0.5676
H -6.4704 0.6183 1.9945
H -6.5449 -0.1716 0.4318
H -5.5447 1.2607 0.6318
H -2.7886 0.4183 4.0478
H -4.2733 -0.4665 4.0615
H -4.1741 2.5011 3.2609
H -4.3559 1.9436 4.9185
H -5.5940 1.5622 3.7381
C -3.1262 4.2635 11.2857
C -4.0642 3.8455 10.1633
N -3.3773 3.5858 8.9123
C -4.2707 3.4763 7.7746
C -5.2743 2.3158 7.7488
C -2.3050 2.6094 8.9742
C -2.6413 1.1969 9.4728
H -2.5160 5.1157 10.9846
H -3.7069 4.5540 12.1616
H -2.4627 3.4534 11.5905
H -4.7712 4.6611 9.9909
H -4.6619 2.9848 10.5034
H -3.6664 3.4432 6.8630
H -4.8347 4.4122 7.7107
H -4.7906 1.3644 7.5282
H -6.0127 2.4882 6.9627
H -5.8172 2.2185 8.6888
H -1.5173 3.0145 9.6144
H -1.8479 2.5415 7.9836
H -3.2652 1.2145 10.3670
H -1.7197 0.6705 9.7292
H -3.1478 0.6025 8.7138
*
```

Mulliken atomic charge list, values in e, 6 entries: -0.6332, 0.5595, -0.4521, -0.3210, 0.7845, -0.4176

***

No. 2
C4H7NO2 as an isolated structure, computed with ωB97M-V with the def2-TZVPD basis set.

The HOMO energy comes out at -0.371 Ha. The calculation puts the lowest unoccupied orbital energy at 0.7 eV. As for the gap between HOMO and LUMO: 10.79 eV. For the energy above the lowest of the compared OMol25 structures with the same formula, charge and spin, the calculation gives 81.70 kcal/mol.

```
! wB97M-V def2-TZVPD RIJCOSX def2/J DEFGRID3
* xyz 0 1
C -1.3328 -0.9464 0.0799
C -0.3367 -0.1107 -0.7045
C 0.0294 1.2445 0.0254
N 1.4744 1.0907 0.3360
C 1.6454 -0.1370 0.7972
O 2.1164 -0.9066 1.5292
O 0.9109 -0.7627 -0.8097
H -0.9631 -1.1318 1.0965
H -1.4815 -1.9146 -0.4058
H -2.2997 -0.4355 0.1552
H -0.7177 0.0965 -1.7120
H -0.5526 1.3893 0.9406
H -0.0770 2.1294 -0.6044
H 1.5847 0.3948 -0.7236
*
```

Mulliken atomic charge list, values in e, 6 entries: -1.2696, 0.4649, -0.5900, -0.5347, 0.6057, -0.3615

***

No. 3
A 2-piece molecular cluster, CH5NO4S overall, computed with ωB97M-V with the def2-TZVPD basis set.

The HOMO energy comes out at -0.369 Ha. The calculation puts the lowest unoccupied orbital energy at 0.0 eV. As for the gap between HOMO and LUMO: 10.09 eV. For the energy above the lowest of the compared OMol25 structures with the same formula, charge and spin, the calculation gives 56.97 kcal/mol.

```
! wB97M-V def2-TZVPD RIJCOSX def2/J DEFGRID3
* xyz 0 1
N -0.4927 0.1229 -1.3068
S -1.1360 0.0843 0.0353
O -2.5600 0.1869 0.2401
O -0.3425 1.1015 0.9017
C -0.2857 -1.3898 0.7382
O 0.8615 -1.5193 0.5748
H -1.1582 0.0295 -2.0980
H 0.5885 1.2691 0.4995
H -0.8601 -2.1084 1.2106
O 1.7682 1.0371 -0.1785
H 2.3094 0.4459 0.3315
H 1.3076 0.7405 -0.9482
*
```

Mulliken atomic charge list, values in e, 6 entries: -0.6863, 0.9802, -0.5823, -0.5436, -0.0718, -0.3747

***

No. 4
C30H33CsF9N3O4 as an isolated structure, computed with ωB97M-V with the def2-TZVPD basis set.

The HOMO energy (spin up / spin down) comes out at 0.009 / 0.013 Ha. The calculation puts the lowest unoccupied orbital energy (spin up / spin down) at 3.0 / 3.0 eV. As for the gap between HOMO and LUMO (spin up / spin down): 2.80 / 2.69 eV. For the energy above the lowest of the compared OMol25 structures with the same formula, charge and spin, the calculation gives 0.00 kcal/mol.

```
! wB97M-V def2-TZVPD RIJCOSX def2/J DEFGRID3
* xyz -2 1
Cs -1.6575 1.5614 1.1843
C 1.9780 3.5323 0.6295
O 1.3652 3.1374 1.8779
C 2.1381 2.1956 2.6426
C 1.7952 0.7191 2.4841
O 0.4142 0.3422 2.7114
C 0.1279 0.4653 4.1463
C -0.9917 -0.4445 4.5105
O -0.7625 -1.6748 3.7869
C -1.3397 -2.7454 4.5574
H 2.8595 4.2390 0.7925
H 1.1584 4.0423 0.0862
H 2.3761 2.6576 0.0456
H 2.0596 2.4873 3.6876
H 3.1778 2.3476 2.3444
H 2.5073 0.0905 3.0522
H 1.9740 0.4561 1.4352
H -0.1260 1.4935 4.4000
H 1.0279 0.1802 4.7255
H -1.9747 -0.0225 4.2254
H -1.1145 -0.6300 5.6069
H -1.2740 -2.5882 5.6383
H -0.7633 -3.6415 4.2159
H -2.4109 -2.8685 4.2463
F -6.1277 2.6711 2.4359
C -4.8210 2.2771 2.4693
F -4.5524 1.6437 1.2146
F -4.0075 3.3436 2.5342
C -4.5644 1.2389 3.5755
O -3.2785 1.0759 3.5872
C -5.0270 1.7974 4.9384
F -4.7735 3.1357 5.0865
F -6.3853 1.5961 5.0976
F -4.3975 1.1598 5.9421
C -5.2652 -0.1859 3.2471
F -4.6025 -0.8185 2.2698
F -6.5945 -0.0366 2.9076
F -5.2514 -1.0148 4.3675
C -0.3307 -1.1757 -1.8403
C -1.7878 -1.5345 -2.1875
C -2.5712 -2.4439 -1.1903
C -2.1935 -1.0319 -3.4235
C -3.0188 0.0265 -3.9378
C -4.2624 0.3092 -3.3260
C -5.1866 0.9571 -4.1238
C -4.7402 1.4908 -5.3384
C -3.3999 1.5088 -5.7200
C -2.5303 0.6713 -5.0782
H -0.3547 -0.8016 -0.8205
H 0.1196 -0.5333 -2.5762
H 0.2719 -2.1127 -1.7446
H -2.0160 -2.5230 -0.1969
H -2.7120 -3.4770 -1.5413
H -3.6065 -2.1065 -0.9436
H -1.5148 -1.4119 -4.1946
H -4.3882 -0.0065 -2.2936
H -6.2340 1.0757 -3.8384
H -5.4668 1.9885 -5.9659
H -3.1127 2.2649 -6.4833
H -1.4704 0.5813 -5.2647
N 9.9052 -4.3568 -3.8461
C 8.9631 -3.7556 -3.5372
C 7.9065 -2.8845 -3.1264
C 7.3030 -2.9866 -1.8639
C 6.2346 -2.1677 -1.5266
C 5.7590 -1.2123 -2.4888
C 6.4552 -1.0145 -3.6863
C 7.4835 -1.8679 -4.0194
N 4.7477 -0.3024 -2.1377
C 3.8540 0.3361 -2.9819
C 2.9312 0.9909 -2.2057
N 3.2790 0.7642 -0.8159
C 4.4077 0.0753 -0.8586
H 7.7426 -3.7164 -1.1449
H 5.6810 -2.3305 -0.6212
H 6.0616 -0.2620 -4.3208
H 7.9684 -1.8080 -5.0007
H 3.8600 0.2180 -4.0514
H 2.0726 1.5810 -2.4634
H 4.9940 -0.2315 0.0203
*
```

Mulliken atomic charge list, values in e, 6 entries: 1.1663, -0.0572, -0.4067, -0.6426, -0.2743, -0.2254